DFT (ωB97M-V/def2-TZVPD) results for a cluster of 10 separate species, C2H23NO10 in total.

Output
- Total charge: 0
- Total energy: -24415.174 eV
- SMILES: CC(N)=O.O.O.O.O.O.O.O.O.O
- HOMO-LUMO gap: 11.0 eV
- Energy relative to the best compared isomer or geometry (same formula, charge and spin): 0.0 kcal per mole
- 2S+1: 1

```
36
Properties=species:S:1:pos:R:3:nbo_charge:R:1
C -2.22658 0.73668 -0.93242 -0.73
C -1.62834 1.88127 -0.17655 0.70
N -1.91002 1.96622 1.13614 -0.80
O -0.92226 2.73591 -0.70746 -0.69
H -1.91748 -0.25146 -0.58691 0.24
H -1.94329 0.78128 -1.98892 0.25
H -3.32456 0.78281 -0.93518 0.24
H -1.49256 2.68917 1.70093 0.41
H -2.34171 1.19974 1.63694 0.41
O 2.63858 0.64965 0.91619 -1.03
H 2.25261 1.50374 0.51555 0.52
H 3.40872 0.92867 1.42684 0.49
O -1.83747 -3.47311 0.86123 -0.97
H -1.09500 -2.99735 0.38221 0.51
H -1.41140 -4.24250 1.26583 0.48
O -2.47606 -1.66003 2.69554 -1.01
H -3.01124 -2.12020 3.35864 0.47
H -2.27026 -2.36892 2.03181 0.50
O 0.98336 2.27183 -2.63173 -1.00
H 0.16766 2.59467 -2.20482 0.49
H 0.90678 1.29606 -2.63741 0.50
O 0.81028 -1.08195 2.12139 -0.98
H -0.05536 -0.76143 2.41895 0.49
H 1.38448 -0.31317 1.86326 0.52
O 1.75991 2.89958 -0.08649 -0.99
H 0.79781 3.00868 0.06046 0.50
H 1.77907 2.79964 -1.07141 0.52
O 0.68520 -0.44845 -2.48916 -1.00
H 0.32958 -0.93657 -3.24784 0.48
H 0.33639 -0.94381 -1.69726 0.51
O 0.34672 -2.06538 -0.34870 -1.03
H 1.27225 -2.29677 -0.57016 0.51
H 0.51310 -1.64978 0.55158 0.51
O 3.34883 -1.38874 -0.81464 -1.00
H 3.00916 -1.03651 -1.66424 0.48
H 3.13308 -0.68947 -0.15221 0.50
```

***

DFT (ωB97M-V/def2-TZVPD) results for a structure of composition C12H27AsN7O3S4W.

Output
- Total charge: +1
- Total energy: -135456.367 eV
- HOMO-LUMO gap (alpha / beta): 5.6 / 5.5 eV
- Energy relative to the best compared isomer or geometry (same formula, charge and spin): 45.8 kcal per mole
- 2S+1: 1

```
55
Properties=species:S:1:pos:R:3:nbo_charge:R:1
W -1.18476 0.47097 1.25117 0.57
C 1.79059 0.13018 -3.58760 -0.42
N 0.59251 -0.68028 -3.41619 -0.42
C 0.01926 -1.23614 -4.63762 -0.41
C 0.01705 -0.77275 -2.19393 0.66
O 0.46204 -0.24363 -1.19193 -0.62
C -1.28242 -1.57703 -2.06408 -0.15
O -1.58880 -1.78989 -0.70503 -0.52
C -1.02629 -2.94161 -0.13080 -0.17
C -0.15607 -2.55058 1.05283 0.70
O 0.14442 -1.35804 1.23918 -0.67
N 0.31113 -3.52830 1.81181 -0.38
C 1.18900 -3.23930 2.94719 -0.42
C -0.15640 -4.91022 1.65450 -0.42
H 2.57754 -0.46817 -4.04743 0.21
H 1.58041 0.98772 -4.23108 0.20
H 2.12254 0.47849 -2.61643 0.24
H 0.82921 -1.52723 -5.30381 0.22
H -0.58036 -2.11896 -4.43730 0.21
H -0.60328 -0.50279 -5.15737 0.20
H -2.11066 -1.00592 -2.48677 0.22
H -1.23352 -2.52954 -2.59245 0.20
H -1.83644 -3.59375 0.18328 0.24
H -0.39727 -3.47124 -0.85251 0.21
H 1.48980 -2.19973 2.91467 0.25
H 0.65656 -3.42170 3.88022 0.22
H 2.06537 -3.88367 2.89506 0.21
H -1.23951 -4.96734 1.75521 0.22
H 0.14287 -5.33106 0.69396 0.21
H 0.29123 -5.50885 2.44087 0.23
S -1.84622 -1.46949 3.88093 -0.15
As -3.03465 -1.01550 2.03590 0.79
S -2.40217 2.14620 2.01425 -0.18
S -0.50302 0.06838 3.60005 -0.27
S -4.09879 -2.73145 1.71849 -0.46
C 1.86946 3.18522 2.88394 -0.41
N 1.40060 3.56357 1.54642 -0.40
C 1.79365 4.87182 1.02242 -0.43
C 0.64744 2.71378 0.84137 0.69
N 0.63935 1.43198 1.05919 -0.79
N -0.10785 3.27504 -0.16779 -0.61
C -1.11424 2.70332 -0.93824 0.66
N -1.55831 3.53258 -1.92519 -0.80
N -1.55475 1.52313 -0.75107 -0.75
H 1.87773 4.07570 3.50846 0.22
H 2.87390 2.75882 2.86663 0.21
H 1.17991 2.47467 3.32983 0.24
H 2.46413 5.33755 1.73653 0.24
H 0.94193 5.54723 0.89979 0.20
H 2.32637 4.77604 0.07587 0.22
H 1.44256 1.11662 1.58371 0.39
H -0.01753 4.27070 -0.25232 0.41
H -1.34971 4.51533 -1.89620 0.40
H -2.43168 3.30087 -2.36559 0.41
H -2.32390 1.31821 -1.37496 0.38
```

***

DFT (ωB97M-V/def2-TZVPD) results for the molecule C6H14N2.

Output
- Total charge: 0
- Total energy: -9428.574 eV
- SMILES: C=N[C@@H](N)[C@@H](C)CC
- HOMO-LUMO gap: 10.7 eV
- Energy relative to the best compared isomer or geometry (same formula, charge and spin): 21.0 kcal per mole
- 2S+1: 1

```
22
Properties=species:S:1:pos:R:3:nbo_charge:R:1
C -0.63344 2.06735 -1.78401 -0.07
N -0.68605 0.78961 -1.64002 -0.41
C -1.25882 0.35186 -0.37355 0.08
N -2.33976 -0.54938 -0.72180 -0.81
C -0.18470 -0.27063 0.58191 -0.22
C -0.16226 -1.80678 0.60712 -0.62
C 1.23122 0.30101 0.32522 -0.39
C 2.28657 -0.13146 1.33400 -0.61
H -0.21451 2.49822 -2.70658 0.18
H -0.98258 2.79085 -1.02617 0.15
H -1.71652 1.18838 0.17129 0.16
H -1.91635 -1.28167 -1.29360 0.35
H -2.93272 -0.05236 -1.38363 0.36
H -0.48030 0.03005 1.59794 0.20
H -1.15845 -2.22215 0.79212 0.23
H 0.22329 -2.21947 -0.32949 0.20
H 0.46283 -2.17349 1.42815 0.21
H 1.18703 1.39649 0.33577 0.20
H 1.57688 -0.00039 -0.67178 0.21
H 2.46480 -1.20998 1.29868 0.20
H 1.99489 0.14450 2.35127 0.20
H 3.23896 0.35943 1.10718 0.21
```

***

DFT (ωB97M-V/def2-TZVPD) results for a structure of composition C36H32BaN3O5S5.

Output
- Total charge: -1
- Total energy: -107432.428 eV
- HOMO-LUMO gap: 5.4 eV
- Energy relative to the best compared isomer or geometry (same formula, charge and spin): 68.6 kcal per mole
- 2S+1: 1

```
82
Properties=species:S:1:pos:R:3:mulliken_charge:R:1
Ba 0.17354 0.68973 0.01812 0.88
C -3.58421 0.43079 0.12078 -1.16
N -2.73502 1.17312 -0.80315 1.67
C -2.96678 0.74407 -2.19523 -1.32
C -2.59665 -0.69508 -2.57683 -1.23
N -1.16135 -1.01936 -2.62025 1.73
C -0.46274 -0.19385 -3.59637 -0.94
C -0.87747 -2.41676 -2.72889 -0.38
C -0.11104 -2.85946 -3.82080 -0.35
C 0.27549 -4.18124 -3.99522 -0.85
C -0.12048 -5.13933 -3.08165 -0.67
C -0.88772 -4.73932 -1.99852 -0.51
C -1.27442 -3.40666 -1.78222 0.43
S -2.17804 -3.11107 -0.30832 -0.44
C -2.86100 2.60740 -0.67948 -0.40
C -3.96930 3.19071 -0.06344 -0.33
C -4.08611 4.56762 0.08031 -0.79
C -3.08221 5.39454 -0.40803 -0.61
C -1.97637 4.83470 -1.02847 -0.88
C -1.83105 3.44389 -1.16991 0.80
S -0.38871 2.84020 -1.95060 -0.47
H -4.65505 0.51668 -0.12572 0.42
H -3.41598 0.79176 1.13672 0.38
H -3.31483 -0.62329 0.08920 -0.16
H -2.44113 1.44880 -2.83725 0.76
H -4.04338 0.82942 -2.41992 0.30
H -3.02732 -0.85052 -3.57992 0.28
H -3.07899 -1.39829 -1.90365 0.49
H -0.83438 -0.35276 -4.62225 0.38
H 0.60668 -0.39478 -3.56806 0.32
H -0.59453 0.85417 -3.33654 -0.41
H 0.20230 -2.15083 -4.57200 0.40
H 0.86474 -4.45232 -4.86388 0.38
H 0.15701 -6.18054 -3.20344 0.39
H -1.20943 -5.46522 -1.26315 0.42
H -4.76731 2.56933 0.32318 0.33
H -4.95918 4.98456 0.57016 0.37
H -3.15649 6.47139 -0.29472 0.36
H -1.17233 5.45452 -1.40281 0.39
O -1.02145 -2.59988 2.62535 -0.52
C -0.62667 -1.84491 1.57414 0.02
O -0.89271 -0.64226 1.53835 -0.40
C 0.49376 -2.43943 0.79310 0.22
C 0.88732 -3.77559 0.89952 -0.85
C 1.92754 -4.20621 0.11273 -1.25
C 2.57478 -3.30724 -0.73744 -0.91
C 2.13664 -1.99954 -0.75478 0.79
N 1.11740 -1.58351 -0.00408 1.57
C 2.71536 -0.89066 -1.59053 0.09
O 3.79017 -1.16662 -2.34514 -0.56
O 2.25117 0.21481 -1.60038 -0.45
H -1.64312 -2.04370 3.11328 0.50
H 0.34548 -4.43671 1.56100 0.60
H 2.24339 -5.24079 0.14219 0.42
H 3.38818 -3.65460 -1.36157 0.29
H 4.06310 -2.08220 -2.23399 0.29
O 0.86039 2.09545 1.41267 -0.54
C 1.83339 2.35354 2.35387 2.73
C 2.18745 1.01308 3.02574 -0.42
C 3.20862 0.12653 2.83199 -0.33
C 3.01558 -1.11534 3.51067 -0.82
C 1.85092 -1.14758 4.21155 -0.53
S 0.99186 0.32690 4.06623 -0.04
C 1.31904 3.31454 3.42885 -1.04
C 0.15917 4.01718 3.38680 -0.52
C -0.02010 4.86477 4.52228 -0.46
C 1.01387 4.78752 5.40079 -0.59
S 2.21670 3.68579 4.85772 -0.09
C 3.01114 3.04532 1.64033 -0.52
C 3.23741 4.38718 1.57205 -0.37
C 4.22565 4.75308 0.61182 -0.78
C 4.72866 3.68123 -0.05153 -0.72
S 4.00849 2.22662 0.49317 0.09
H 4.08300 0.34521 2.23690 0.61
H 3.71681 -1.93918 3.47124 0.45
H 1.45426 -1.94870 4.81778 0.46
H -0.53146 3.92282 2.55702 0.54
H -0.88406 5.50041 4.67079 0.40
H 1.14652 5.30565 6.34004 0.44
H 2.69926 5.10530 2.17615 0.43
H 4.52829 5.77491 0.42276 0.38
H 5.48752 3.65750 -0.81984 0.43
```